Molecular formula: C99H185N14O21
Method: DFT, the ωB97M-V functional and the def2-TZVPD basis

Each line ends with the Löwdin charge.
Element x y z (Å)
C (5.2693, 0.8773, 6.2458)  0.03
N (4.2336, -0.1590, 6.2730)  -0.06
C (4.4495, -1.2647, 6.9913)  0.03
C (3.5197, -2.2766, 6.9427)  0.05
C (2.3143, -2.1958, 6.2352)  -0.11
C (2.0507, -0.9549, 5.5948)  0.07
C (3.0196, 0.0434, 5.6518)  0.05
C (1.2112, -3.2425, 6.2292)  -0.14
C (0.7815, -3.9604, 5.0934)  0.03
C (-0.2844, -4.9078, 5.2657)  0.06
N (-0.8660, -5.1080, 6.5213)  -0.07
C (-0.4034, -4.4983, 7.6071)  0.05
C (0.5877, -3.4532, 7.4406)  0.08
C (-1.9981, -6.0476, 6.7198)  0.05
H (5.1840, 1.5544, 5.3959)  0.07
H (6.2702, 0.4485, 6.2959)  0.11
H (5.1188, 1.5878, 7.0586)  0.13
H (5.4264, -1.4040, 7.4302)  0.16
H (3.6523, -3.2390, 7.4145)  0.15
H (1.2245, -0.7811, 4.9212)  0.11
H (2.8042, 0.9904, 5.1793)  0.12
H (1.0816, -3.7461, 4.0782)  0.10
H (-0.8183, -5.4564, 4.5039)  0.12
H (-0.8763, -4.7736, 8.5382)  0.16
H (0.7334, -2.7844, 8.2759)  0.15
H (-2.3722, -6.3320, 5.7363)  0.07
H (-2.7266, -5.5985, 7.3949)  0.12
H (-1.5904, -6.9779, 7.1154)  0.13
C (-12.3196, 0.2868, 4.1188)  0.02
N (-10.9632, -0.1320, 4.3988)  -0.08
C (-9.8757, 0.2920, 3.6247)  0.09
C (-8.5545, -0.0877, 4.0076)  0.05
C (-8.3933, -0.9955, 5.0435)  -0.11
C (-9.5233, -1.3718, 5.8031)  0.06
C (-10.7843, -0.8525, 5.5555)  0.06
C (-7.0076, -1.5530, 5.4093)  -0.09
C (-6.1739, -1.9090, 4.3735)  0.03
C (-4.8775, -2.3496, 4.5981)  0.04
N (-4.4872, -2.4415, 5.9174)  -0.05
C (-5.3286, -2.3260, 6.9636)  0.04
C (-6.5710, -1.7404, 6.7425)  0.09
C (-3.0322, -2.5665, 6.1896)  0.03
H (-12.3586, 1.1878, 3.5066)  0.11
H (-12.8152, 0.5555, 5.0517)  0.12
H (-12.7524, -0.5541, 3.5770)  0.13
H (-10.1012, 1.0094, 2.8495)  0.14
H (-7.6640, 0.2555, 3.5021)  0.13
H (-9.3314, -2.0177, 6.6472)  0.13
H (-11.6868, -1.1989, 6.0369)  0.16
H (-6.4714, -1.7209, 3.3525)  0.11
H (-4.2049, -2.6720, 3.8170)  0.12
H (-4.9575, -2.3675, 7.9770)  0.15
H (-7.2440, -1.3385, 7.4855)  0.14
H (-2.9477, -2.7880, 7.2535)  0.10
H (-2.5167, -1.6453, 5.9179)  0.10
H (-2.6832, -3.3057, 5.4686)  0.07
C (-2.7708, -1.8614, -9.0470)  0.07
N (-3.2060, -2.3285, -7.7259)  -0.08
C (-2.4672, -3.2585, -7.1411)  0.00
C (-2.6971, -3.7441, -5.8719)  0.07
C (-3.7358, -3.1423, -5.1274)  -0.16
C (-4.4650, -2.1750, -5.7899)  0.03
C (-4.2639, -1.7855, -7.1000)  0.05
C (-3.9915, -3.5797, -3.7444)  -0.15
C (-3.0608, -3.2637, -2.7288)  0.06
C (-3.5169, -3.3928, -1.3534)  0.06
N (-4.7495, -3.9801, -1.1142)  -0.06
C (-5.5021, -4.4347, -2.1209)  0.01
C (-5.1638, -4.2747, -3.4497)  0.05
C (-5.2021, -4.0309, 0.2556)  0.03
H (-3.3963, -1.0538, -9.4275)  0.12
H (-2.9421, -2.7321, -9.6799)  0.13
H (-1.7261, -1.5891, -8.8969)  0.12
H (-1.5949, -3.6086, -7.6731)  0.17
H (-2.0797, -4.5630, -5.5334)  0.14
H (-5.1850, -1.6892, -5.1480)  0.14
H (-4.7720, -0.9671, -7.5884)  0.16
H (-2.0867, -2.8535, -2.9508)  0.12
H (-2.9220, -3.0515, -0.5191)  0.12
H (-6.4220, -4.9103, -1.8143)  0.16
H (-5.7218, -4.4962, -4.3474)  0.14
H (-5.8914, -4.8702, 0.3482)  0.12
H (-5.7597, -3.1271, 0.5014)  0.11
H (-4.3291, -4.1974, 0.8867)  0.09
C (6.5383, 4.5864, 4.8049)  -0.07
C (5.9115, 5.2372, 3.5743)  -0.20
C (4.3977, 5.4988, 3.7091)  -0.11
N (3.6071, 5.8569, 2.4380)  -0.19
C (4.2881, 7.1589, 1.8065)  0.08
C (2.1272, 6.2018, 2.6355)  -0.09
C (1.1647, 5.5687, 1.6292)  -0.12
C (2.1184, 4.6908, 0.8139)  -0.16
C (3.4620, 4.6232, 1.4994)  -0.10
H (5.9594, 3.7228, 5.1322)  0.05
H (6.5592, 5.2605, 5.6612)  0.10
H (7.5425, 4.2069, 4.6165)  0.07
H (5.9978, 4.5829, 2.7068)  0.08
H (6.4225, 6.1739, 3.3516)  0.12
H (4.0423, 6.2024, 4.4620)  0.15
H (3.8427, 4.6150, 4.0238)  0.12
H (3.5462, 7.5049, 1.0868)  0.10
H (5.2691, 6.9504, 1.3794)  0.10
H (4.4172, 7.8827, 2.6112)  0.12
H (1.9466, 7.2701, 2.7549)  0.15
H (1.8161, 5.6831, 3.5423)  0.13
H (0.7217, 6.3346, 0.9927)  0.09
H (0.3790, 4.9789, 2.1012)  0.10
H (2.4246, 5.1170, -0.1414)  0.09
H (1.6571, 3.7173, 0.6479)  0.09
H (4.2554, 4.6469, 0.7524)  0.12
H (3.5147, 3.7504, 2.1502)  0.09
C (3.9902, 3.5292, -2.3097)  -0.09
C (4.4332, 3.7959, -3.7406)  -0.21
C (5.6696, 2.9389, -4.1186)  -0.06
N (5.7578, 2.3748, -5.5917)  -0.22
C (7.0119, 1.4937, -5.8305)  0.05
C (5.8477, 3.4262, -6.6461)  -0.10
C (5.0174, 2.8560, -7.7473)  -0.17
C (3.8820, 2.1776, -7.0959)  -0.15
C (4.5275, 1.5180, -5.8743)  -0.10
H (4.8454, 3.7952, -1.6884)  0.08
H (3.9170, 2.4801, -2.0234)  0.06
H (3.1521, 4.1644, -2.0228)  0.06
H (4.5963, 4.8251, -4.0605)  0.12
H (3.6013, 3.5359, -4.3951)  0.09
H (5.8072, 2.0963, -3.4410)  0.10
H (6.6088, 3.4921, -4.1211)  0.14
H (7.0630, 0.7727, -5.0146)  0.10
H (7.9263, 2.0569, -5.6440)  0.11
H (7.1220, 1.0016, -6.7968)  0.13
H (6.8685, 3.8017, -6.7174)  0.15
H (5.3402, 4.3305, -6.3103)  0.13
H (5.4986, 2.2438, -8.5100)  0.14
H (4.6861, 3.6397, -8.4286)  0.14
H (3.3377, 1.4370, -7.6818)  0.13
H (3.2268, 2.9790, -6.7544)  0.11
H (4.8684, 0.5192, -6.1469)  0.14
H (3.9457, 1.3103, -4.9763)  0.11
C (0.6639, 10.5881, -4.9653)  -0.06
C (-0.4446, 9.5879, -4.4963)  -0.20
C (0.2549, 8.6502, -3.4668)  -0.06
N (-0.8111, 7.6671, -2.7800)  -0.21
C (-1.7171, 8.3946, -1.7427)  0.04
C (-0.2316, 6.4048, -2.0244)  -0.10
C (-1.3541, 5.3501, -1.9346)  -0.15
C (-2.3918, 5.8177, -2.9635)  -0.16
C (-1.8113, 6.9587, -3.7544)  -0.08
H (0.1923, 11.2187, -5.7190)  0.09
H (1.4031, 10.0351, -5.5448)  0.08
H (1.1794, 11.2602, -4.2791)  0.09
H (-0.6915, 8.8799, -5.2874)  0.10
H (-1.4380, 9.9337, -4.2102)  0.11
H (0.5458, 9.1632, -2.5501)  0.13
H (1.0003, 7.9704, -3.8795)  0.13
H (-2.0621, 9.2443, -2.3319)  0.10
H (-1.2063, 8.7788, -0.8597)  0.12
H (-2.6330, 7.8839, -1.4453)  0.11
H (0.2849, 6.7066, -1.1132)  0.10
H (0.5517, 5.9583, -2.6369)  0.11
H (-1.6772, 5.4454, -0.8979)  0.12
H (-0.9887, 4.3460, -2.1501)  0.09
H (-3.3118, 6.1862, -2.5097)  0.11
H (-2.6714, 4.9544, -3.5674)  0.11
H (-2.4754, 7.7130, -4.1766)  0.14
H (-1.1399, 6.5958, -4.5326)  0.14
C (3.4053, -5.4167, 3.6882)  -0.09
C (4.0776, -4.4787, 2.6654)  -0.20
C (3.7885, -4.9266, 1.1675)  -0.05
N (4.1994, -3.8697, 0.1105)  -0.21
C (5.5035, -3.1622, 0.5269)  0.03
C (3.1257, -2.7431, -0.1814)  -0.07
C (2.0210, -3.4038, -1.0041)  -0.12
C (2.8657, -4.5461, -1.7093)  -0.14
C (4.2642, -4.5119, -1.2652)  -0.10
H (2.3166, -5.3810, 3.7285)  0.04
H (3.6915, -5.1091, 4.6940)  0.08
H (3.6542, -6.4771, 3.6489)  0.10
H (5.1262, -4.6788, 2.8860)  0.12
H (3.7854, -3.4422, 2.8340)  0.09
H (2.7358, -5.0654, 0.9209)  0.12
H (4.3962, -5.8093, 0.9682)  0.15
H (6.3430, -3.8521, 0.6130)  0.13
H (5.4208, -2.6357, 1.4777)  0.07
H (5.7601, -2.3588, -0.1636)  0.09
H (3.6405, -2.0187, -0.8126)  0.12
H (2.8872, -2.2665, 0.7694)  0.12
H (1.6531, -2.6999, -1.7505)  0.10
H (1.1689, -3.6847, -0.3851)  0.08
H (2.7771, -4.3857, -2.7838)  0.13
H (2.4044, -5.5098, -1.4934)  0.12
H (4.8918, -3.8802, -1.8939)  0.14
H (4.6568, -5.5264, -1.1969)  0.15
C (3.9080, 1.0112, 1.8032)  -0.05
C (5.4051, 0.4684, 1.6832)  -0.20
C (6.3953, 1.5624, 1.9127)  -0.13
N (7.8814, 1.1820, 1.6773)  -0.21
C (8.1465, 0.9766, 0.2018)  0.04
C (8.1777, 0.0092, 2.6332)  -0.12
C (9.4507, 0.2670, 3.3503)  -0.15
C (9.3106, 1.7289, 3.6079)  -0.15
C (8.8865, 2.2685, 2.2592)  -0.05
H (3.6906, 1.5827, 2.7055)  0.05
H (3.2228, 0.1659, 1.7391)  0.05
H (3.6582, 1.5523, 0.8905)  0.05
H (5.5854, -0.0693, 0.7524)  0.09
H (5.5218, -0.4266, 2.2943)  0.09
H (6.3343, 2.0812, 2.8694)  0.12
H (6.3307, 2.3806, 1.1955)  0.12
H (7.6460, 1.7961, -0.3140)  0.11
H (7.6255, 0.0775, -0.1272)  0.08
H (9.2210, 0.8916, 0.0394)  0.13
H (8.0727, -0.8674, 1.9940)  0.14
H (7.4016, -0.0264, 3.3978)  0.12
H (10.2923, -0.0229, 2.7212)  0.14
H (9.5987, -0.3129, 4.2613)  0.15
H (10.2998, 2.0900, 3.8891)  0.15
H (8.4608, 1.9217, 4.2627)  0.11
H (9.7662, 2.2078, 1.6185)  0.14
H (8.4419, 3.2611, 2.1874)  0.13
C (-3.5547, 2.2970, -6.3196)  -0.07
O (-3.7566, 1.5168, -5.1605)  -0.20
C (-2.5683, 0.8829, -4.6498)  -0.20
C (-2.9402, 0.2793, -3.3232)  -0.08
N (-4.0004, 1.0109, -2.4605)  0.12
H (-4.8145, 1.2836, -2.9926)  0.16
H (-4.3690, 0.4290, -1.7219)  0.08
C (-3.4556, 2.3469, -1.8332)  -0.05
C (-4.5964, 3.0690, -1.0770)  -0.22
O (-5.5302, 3.3891, -2.0477)  -0.20
C (-6.4784, 4.3154, -1.5432)  -0.05
H (-4.2685, 3.1196, -6.2772)  0.11
H (-3.7540, 1.6455, -7.1705)  0.09
H (-2.5630, 2.7468, -6.3688)  0.09
H (-1.8907, 1.7100, -4.4381)  0.12
H (-2.1352, 0.1055, -5.2791)  0.13
H (-2.0256, 0.0388, -2.7812)  0.11
H (-3.5656, -0.5718, -3.5927)  0.10
H (-3.2216, 2.9632, -2.7012)  0.10
H (-2.5769, 2.1228, -1.2284)  0.11
H (-4.2664, 3.9118, -0.4697)  0.14
H (-5.0711, 2.3689, -0.3895)  0.13
H (-7.2096, 4.2985, -2.3514)  0.11
H (-5.9358, 5.2606, -1.5591)  0.09
H (-6.9069, 4.1041, -0.5634)  0.11
C (-0.8040, -3.8195, 1.6619)  -0.07
O (-0.3129, -2.4771, 1.7471)  -0.20
C (-1.0580, -1.6922, 2.6765)  -0.15
C (-0.4681, -0.2565, 2.5753)  -0.04
N (-0.5370, 0.1753, 1.1230)  0.05
H (-0.0959, -0.5114, 0.5280)  0.14
H (-1.4879, 0.2253, 0.7862)  0.09
C (-0.0155, 1.5397, 0.6602)  -0.04
C (0.7180, 1.6289, -0.7648)  -0.13
O (0.2859, 0.4292, -1.4648)  -0.22
C (0.8590, 0.3490, -2.7591)  -0.09
H (0.0044, -4.5032, 1.4030)  0.08
H (-1.5586, -3.9342, 0.8837)  0.06
H (-1.2402, -4.2618, 2.5575)  0.07
H (-0.9508, -2.1356, 3.6664)  0.11
H (-2.1045, -1.5945, 2.3877)  0.12
H (0.5849, -0.1525, 2.8371)  0.11
H (-1.0856, 0.5080, 3.0467)  0.13
H (0.7666, 1.6169, 1.4155)  0.09
H (-0.7300, 2.2878, 1.0036)  0.14
H (1.7922, 1.5823, -0.5856)  0.10
H (0.3672, 2.5983, -1.1187)  0.10
H (1.8535, -0.0717, -2.6101)  0.07
H (0.9340, 1.3197, -3.2493)  0.09
H (0.3803, -0.3103, -3.4831)  0.09
C (-1.3788, -6.2053, -1.7429)  -0.08
O (-2.2793, -7.0836, -2.3731)  -0.18
C (-3.3622, -7.6060, -1.7010)  -0.19
C (-4.1550, -8.5906, -2.6458)  0.00
N (-4.8068, -7.7240, -3.7508)  0.03
H (-5.7626, -7.5215, -3.4949)  0.16
H (-4.2963, -6.8563, -3.8308)  0.12
C (-4.9232, -8.4265, -5.1135)  -0.02
C (-5.8364, -7.5603, -6.0544)  -0.18
O (-5.1640, -6.3499, -6.2977)  -0.21
C (-5.7301, -5.7031, -7.4051)  -0.08
H (-1.9417, -5.5497, -1.0785)  0.06
H (-0.9532, -5.5179, -2.4740)  0.08
H (-0.5713, -6.7084, -1.2110)  0.11
H (-4.1266, -6.8835, -1.4151)  0.11
H (-2.8778, -8.0765, -0.8454)  0.15
H (-4.9698, -9.1452, -2.1804)  0.15
H (-3.5114, -9.1806, -3.2983)  0.14
H (-5.4699, -9.2895, -4.7335)  0.15
H (-3.9287, -8.7400, -5.4309)  0.15
H (-6.8572, -7.5069, -5.6758)  0.14
H (-6.0422, -8.1167, -6.9688)  0.14
H (-5.1448, -4.8152, -7.6439)  0.07
H (-6.7548, -5.3756, -7.2295)  0.11
H (-5.6312, -6.3907, -8.2451)  0.11
O (4.2880, -0.4126, -2.9578)  0.05
C (5.5322, -0.8342, -2.9168)  -0.97
O (5.9042, -1.8553, -3.4866)  0.02
O (6.3526, -0.1015, -2.3782)  -0.04
H (4.5091, 0.3829, -2.4680)  0.06
O (-2.8751, 2.1152, 5.9262)  0.11
C (-3.8620, 1.6260, 5.2392)  -0.94
O (-3.4447, 0.7916, 4.3870)  -0.11
O (-4.9982, 1.8863, 5.5311)  0.04
H (-2.3006, 1.4906, 5.4775)  0.06
O (-3.4725, -6.1627, 1.8536)  0.07
C (-3.2024, -6.2017, 3.1531)  -0.93
O (-2.8523, -7.3034, 3.5346)  0.05
O (-3.3391, -5.2114, 3.8812)  -0.04
H (-3.2859, -7.0793, 2.0693)  0.05
O (-5.0055, -0.7967, 1.7210)  0.11
C (-4.4177, -0.4135, 0.6153)  -0.82
O (-4.9578, -0.7017, -0.4890)  -0.05
O (-3.3678, 0.2552, 0.7134)  -0.03
H (-4.5260, -0.1992, 2.2995)  0.09
O (-0.5304, 3.7868, 4.0471)  0.07
C (0.4667, 2.9176, 4.3795)  -0.90
O (1.4795, 2.7767, 3.6780)  -0.06
O (0.2434, 2.3319, 5.4100)  0.02
H (-1.0425, 3.3946, 4.7582)  0.08

## Properties
HOMO-LUMO gap ... 3.646 eV
Electronic energy ... -6225.67846 Ha
Net charge ... +9
Highest occupied orbital energy ... -20.0 eV